Molecular formula: C50H77N8O20P3
Method: DFT, ωB97M-V with the def2-TZVPD basis set

Calculated values
- Total energy: -4918.2423 Ha
- LUMO energy: -1.1 eV
- SMILES: O=[N+]([O-])c1ccccc1.O=[N+]([O-])c1ccccc1.O=[N+]([O-])c1ccccc1.O=[N+]([O-])c1ccccc1.CCOP(=O)(OCC)OCC.CCOP(=O)(OCC)OCC.CCOP(=O)(OCC)OCC.CC#N.CC#N.CC#N.CC#N
- Maximum force: 3.5 eV Å⁻¹
- E_HOMO: -9.94 eV
- Net charge: 0
- Frontier orbital gap: 8.9 eV

CARTESIAN COORDINATES (ANGSTROEM)
C (0.5825, 1.6625, 3.3521)
C (-0.6000, 0.8110, 3.5069)
N (-1.5295, 0.1102, 3.5754)
H (1.0244, 1.4296, 2.4015)
H (1.2763, 1.3544, 4.1664)
H (0.2999, 2.6930, 3.4300)
C (-1.0177, -0.4070, -1.1482)
C (-0.2686, 0.6228, -0.4987)
N (0.2704, 1.4578, 0.0683)
H (-0.6010, -0.6878, -2.1686)
H (-2.0035, 0.0055, -1.2657)
H (-0.9619, -1.3197, -0.5040)
C (-4.3938, -3.9857, -2.1352)
C (-5.5149, -3.2241, -2.6825)
N (-6.3299, -2.5616, -3.1574)
H (-4.7187, -5.0034, -2.2094)
H (-4.1003, -3.6081, -1.1701)
H (-3.5997, -3.7693, -2.8524)
C (-7.2009, -0.0343, -1.0107)
C (-5.7598, 0.0000, -1.1472)
N (-4.6252, 0.0954, -1.3476)
H (-7.4630, -0.2532, 0.0608)
H (-7.6071, -0.8948, -1.5479)
H (-7.6209, 0.8523, -1.4519)
C (2.1287, -4.4937, -5.6105)
C (2.0707, -4.0181, -4.2836)
C (0.8636, -3.5821, -3.7153)
C (-0.1887, -3.5520, -4.6080)
C (-0.1763, -4.0429, -5.9160)
C (1.0439, -4.4573, -6.4410)
N (-1.4669, -3.1721, -4.1033)
O (-1.5201, -2.6905, -3.0096)
O (-2.4793, -3.4085, -4.7899)
H (3.1075, -4.8965, -5.9137)
H (2.8919, -4.1153, -3.6209)
H (0.7638, -3.4746, -2.6580)
H (-1.0567, -4.1106, -6.5034)
H (1.0836, -4.9052, -7.4188)
C (1.0309, -3.7852, 4.0127)
C (2.0587, -3.7735, 4.9738)
C (2.9177, -2.6864, 5.0298)
C (2.8637, -1.7961, 3.9845)
C (1.8520, -1.7712, 3.0473)
C (0.8957, -2.7951, 3.0678)
N (3.7943, -0.6954, 3.9429)
O (3.5404, 0.2764, 3.2731)
O (4.7483, -0.8546, 4.6462)
H (0.4817, -4.6829, 3.8369)
H (2.1752, -4.5581, 5.7267)
H (3.5724, -2.5952, 5.8875)
H (1.7689, -1.0125, 2.2405)
H (0.0936, -2.8737, 2.2777)
C (6.5475, -1.5423, 1.9391)
C (5.7213, -2.7067, 1.9436)
C (4.6932, -2.8090, 1.0164)
C (4.5184, -1.7825, 0.0889)
C (5.2032, -0.6025, 0.1447)
C (6.2536, -0.5144, 1.0694)
N (3.3918, -1.8398, -0.8567)
O (3.4518, -1.1968, -1.8564)
O (2.4928, -2.6193, -0.6234)
H (7.3735, -1.4572, 2.6258)
H (5.9416, -3.4621, 2.6422)
H (4.0749, -3.6936, 0.9584)
H (4.8963, 0.2925, -0.4441)
H (6.8076, 0.4190, 1.1653)
C (3.4221, 2.2262, -1.3780)
C (3.5075, 2.7186, -0.1161)
C (4.5392, 3.5363, 0.2297)
C (5.4242, 3.9038, -0.7973)
C (5.2961, 3.4619, -2.0843)
C (4.2760, 2.5862, -2.3981)
N (6.4546, 4.8579, -0.4765)
O (7.0869, 5.2872, -1.3729)
O (6.6271, 5.1903, 0.6577)
H (2.6805, 1.5254, -1.6488)
H (2.8255, 2.2762, 0.6483)
H (4.6840, 3.9443, 1.1726)
H (5.9382, 3.8228, -2.8494)
H (4.1623, 2.2263, -3.4133)
C (0.7936, 5.1624, -2.6361)
C (-0.1660, 4.0328, -2.7774)
O (-0.0181, 3.5599, -4.1554)
P (-0.2906, 2.0799, -4.5329)
O (-0.3226, 1.8483, -5.9732)
O (0.7954, 1.2579, -3.6860)
C (1.1694, -0.0959, -4.0659)
C (2.3108, -0.0856, -5.1101)
O (-1.6278, 1.7237, -3.7276)
C (-2.9141, 1.4706, -4.3383)
C (-3.1136, -0.0101, -4.3223)
H (1.7701, 4.7233, -2.9106)
H (0.6036, 6.0049, -3.3077)
H (0.9344, 5.5481, -1.6486)
H (0.1017, 3.2296, -2.1243)
H (-1.2235, 4.2264, -2.6845)
H (1.5747, -0.5759, -3.1902)
H (0.2713, -0.6393, -4.3729)
H (3.1444, 0.5664, -4.7748)
H (2.7665, -1.0243, -5.3254)
H (1.8641, 0.3767, -6.0751)
H (-3.6638, 1.9738, -3.7145)
H (-2.8802, 1.8359, -5.4083)
H (-2.2010, -0.4749, -4.7462)
H (-3.1743, -0.3739, -3.3520)
H (-3.9445, -0.3586, -4.9086)
C (-1.7771, 8.2335, 5.7444)
C (-2.0579, 6.9957, 5.0598)
O (-1.5793, 7.1082, 3.7073)
P (-1.0364, 5.8838, 2.9525)
O (-0.4421, 4.8606, 3.8218)
O (-2.2591, 5.4043, 2.0473)
C (-1.9871, 4.4024, 1.0266)
C (-3.0543, 3.3163, 0.9817)
O (-0.0252, 6.4976, 1.9246)
C (1.3156, 6.8162, 2.3278)
C (2.1512, 5.7185, 1.7036)
H (-1.9799, 8.1221, 6.8088)
H (-0.7334, 8.4115, 5.7847)
H (-2.2749, 9.0787, 5.3118)
H (-1.5371, 6.1854, 5.5239)
H (-3.1216, 6.8565, 5.0273)
H (-1.9186, 4.9676, 0.0535)
H (-0.9874, 3.9699, 1.2491)
H (-3.0763, 2.7629, 1.9455)
H (-4.0633, 3.7008, 0.8539)
H (-2.9062, 2.6397, 0.1293)
H (1.4980, 7.8369, 1.9645)
H (1.4585, 6.9575, 3.3837)
H (2.1940, 5.8907, 0.6516)
H (3.1741, 5.8241, 2.0069)
H (1.7796, 4.7503, 1.9578)
C (-4.2287, -6.9415, 4.3205)
C (-3.6311, -5.5449, 4.4494)
O (-2.4816, -5.3404, 3.6155)
P (-2.7465, -4.7667, 2.1105)
O (-4.1009, -5.0197, 1.5847)
O (-2.4860, -3.2097, 2.1508)
C (-3.3863, -2.2525, 2.6631)
C (-3.7318, -1.3298, 1.5620)
O (-1.5651, -5.3514, 1.3090)
C (-1.5381, -5.3239, -0.1124)
C (-0.4291, -6.1390, -0.6277)
H (-5.1431, -7.0804, 4.8593)
H (-4.3892, -7.1544, 3.2254)
H (-3.5434, -7.7077, 4.7266)
H (-4.4452, -4.8404, 4.1594)
H (-3.2524, -5.4117, 5.4650)
H (-4.2552, -2.6389, 3.1470)
H (-2.7452, -1.6527, 3.3316)
H (-2.8792, -1.0429, 0.9840)
H (-4.4308, -1.7545, 0.8798)
H (-4.2293, -0.4326, 1.8368)
H (-2.5159, -5.6808, -0.4279)
H (-1.3991, -4.3020, -0.4847)
H (-0.6527, -7.2384, -0.4754)
H (-0.3347, -6.0157, -1.7310)
H (0.5386, -5.8728, -0.2086)

Cartesian forces, eV/Å:
0.04 -1.31 1.20
-1.65 -1.10 -0.21
1.80 1.45 0.00
0.26 0.08 -0.43
-0.28 0.51 -0.58
-0.06 0.69 0.10
0.84 -1.47 -0.96
0.41 0.18 0.01
0.44 0.50 0.26
-0.48 0.59 1.40
-0.76 -0.38 -0.10
-0.44 0.68 -0.55
-0.41 0.92 -1.32
-0.34 0.94 -0.04
0.20 -0.44 0.29
0.35 -0.79 0.54
-0.13 -0.27 0.50
0.12 -0.37 0.21
-0.30 -1.39 1.08
1.25 0.24 -0.65
-0.93 -0.11 0.44
0.09 0.81 -0.94
0.28 0.05 -0.24
-0.30 0.45 0.31
1.84 0.53 1.36
-1.37 -0.34 -0.23
1.28 -0.85 -1.69
-0.38 -0.71 -0.79
1.48 0.46 0.35
-0.95 -0.53 0.22
-2.40 -0.83 -1.35
-0.07 0.73 1.40
1.23 0.42 0.69
-0.64 0.21 -0.17
0.87 -0.08 0.27
-0.09 0.64 0.36
-0.67 0.21 -0.19
0.05 0.12 -0.25
1.08 -0.93 -0.05
-0.63 0.38 0.07
-0.14 -1.09 0.35
-1.23 0.98 -0.52
-1.14 -0.28 -1.17
-0.12 0.51 -0.96
-0.66 -0.50 0.32
0.24 0.59 -0.47
1.88 0.62 0.69
-0.74 -0.43 0.46
-0.29 0.22 -0.36
0.31 0.16 -0.45
0.44 -0.49 0.87
0.99 0.25 1.09
-1.12 -1.12 -0.30
0.56 1.91 -1.11
0.47 -0.29 -0.02
-0.83 0.22 0.53
0.64 1.20 0.08
-0.03 0.70 -0.03
0.41 -1.50 0.80
0.26 1.46 -1.42
-0.66 -0.48 0.49
0.01 0.02 0.16
-0.02 -0.94 0.66
-0.09 0.06 0.06
0.41 -1.05 0.32
-0.11 -0.20 -0.19
-0.28 -0.55 -1.77
-0.91 -1.33 2.10
0.89 0.40 -2.02
-1.23 -0.40 1.25
-0.15 -0.08 -0.58
0.35 0.37 0.26
-0.60 -0.51 0.47
1.79 1.10 -2.80
-0.16 0.19 2.23
-1.03 -0.63 0.06
0.46 0.80 -0.63
0.17 0.48 1.63
0.60 0.23 -0.34
-0.08 -0.07 0.15
1.11 0.09 -0.82
-0.23 -0.25 -0.92
0.44 0.61 0.31
-0.60 -0.83 0.40
0.00 -0.26 -0.15
0.18 -0.07 -0.32
0.82 0.15 -0.43
-1.43 2.40 -1.23
0.23 0.15 0.08
0.32 0.29 -1.15
1.25 -0.25 -1.64
-0.22 0.38 0.00
-0.14 -0.23 0.02
-0.35 0.09 0.82
0.13 -0.52 0.61
-0.25 0.45 0.36
-0.19 0.02 0.61
0.16 0.04 -0.28
-0.64 -0.20 -0.02
-0.11 -1.00 -0.04
0.98 -0.80 1.41
0.23 0.12 -0.38
-0.26 -0.08 1.25
-0.41 0.20 -0.11
-0.41 -0.62 1.83
-0.52 0.00 -0.18
0.46 1.10 1.62
-0.26 -0.68 -0.87
-0.67 1.15 0.38
0.04 -1.40 -0.66
0.07 -0.37 0.08
0.31 0.03 0.12
0.59 0.30 -0.77
-0.10 -0.09 0.71
-0.55 0.53 -0.17
0.06 0.22 -0.84
0.68 1.48 0.43
-0.70 0.13 0.05
1.24 0.38 -0.44
-0.32 0.48 -0.05
0.02 -0.75 0.28
-0.55 -0.58 -0.11
-0.06 -0.63 0.89
-0.59 0.03 -0.33
0.22 0.09 -0.69
-0.01 0.45 -0.03
0.31 0.05 0.36
0.19 -0.44 -0.50
-0.37 -0.67 0.78
-0.34 -0.26 -0.94
0.71 -0.14 0.47
-0.28 -0.59 0.13
1.36 -0.76 -1.45
-1.12 -0.17 0.16
0.16 0.32 -1.75
-2.15 0.56 1.44
0.24 -0.46 0.11
1.34 -1.58 -0.39
1.33 2.02 0.76
-0.70 0.00 -0.96
1.39 -0.27 0.57
-0.84 1.00 -0.49
0.44 -2.23 -1.10
-0.68 0.34 0.25
-0.02 0.13 1.13
-0.08 0.33 -0.31
0.76 -0.13 0.53
-0.30 0.42 -0.11
-0.45 -0.67 0.35
-0.77 -0.53 0.29
0.72 0.15 -0.18
-0.49 -0.80 -0.76
-0.21 0.92 0.89
-0.01 -0.03 -0.36
-0.24 0.15 0.35
0.54 1.13 0.04
-0.20 0.06 0.65
-0.04 -0.03 0.22